Entry 1:
{"formula": "C6H7NS", "method": "ωB97M-V with the def2-TZVPD basis set", "e_tot_ev": -18656.835, "lumo_ev": 0.33, "species": ["C", "C", "S", "C", "N", "H", "H", "H", "C", "C", "C", "H", "H", "H", "H"], "xyz": [[-1.36233, -1.79365, 1.59719], [-0.42991, -0.90918, 1.79949], [1.33171, -1.26831, 1.95356], [-0.77514, 0.50684, 1.85552], [-1.04437, 1.61992, 2.05727], [-2.25310, -1.34577, 1.22362], [-1.11733, -2.86662, 1.57927], [2.07441, -0.30856, 2.66384], [-1.00875, 0.77094, -1.34574], [0.23249, 1.20713, -1.17665], [1.42921, 1.65332, -0.96855], [-1.26295, -0.25815, -1.55524], [-1.75329, 1.42538, -1.52344], [2.06503, 2.05483, -1.78207], [1.82677, 1.83678, -0.03245]]}


Entry 2:
{"formula": "CH9BO2Sb", "method": "ωB97M-V with the def2-TZVPD basis set", "e_tot_ev": -12490.877, "lumo_ev": 3.66, "charge": -1, "species": ["O", "B", "O", "C", "Sb", "H", "H", "H", "H", "H", "H", "H", "H", "H"], "xyz": [[2.32996, -0.47505, 1.00217], [1.54052, 0.26886, 0.10413], [1.61593, 1.64210, 0.26979], [0.59960, -0.36388, -0.93774], [-1.43712, -0.22484, 0.04101], [1.76830, -0.79568, 1.71612], [0.89554, 2.05805, -0.21218], [0.50195, 0.18528, -1.87837], [0.77557, -1.42463, -1.12648], [-1.23189, 1.56904, -0.08502], [-2.23908, -0.25613, -1.54483], [-1.53883, -1.99279, 0.16749], [-0.58715, -0.17274, 1.63605], [-2.99330, -0.01759, 0.84787]]}


Entry 3:
{"formula": "C5H6F2I2O", "method": "ωB97M-V with the def2-TZVPD basis set", "e_tot_ev": -28960.961, "lumo_ev": -1.83, "species": ["C", "C", "C", "C", "C", "O", "F", "F", "I", "I", "H", "H", "H", "H", "H", "H"], "xyz": [[0.15620, 1.60267, -1.29773], [0.35602, 0.55438, -0.53508], [1.25470, -0.64899, -1.02309], [-0.17976, -0.65519, 1.62292], [-0.31233, 0.57585, 0.76505], [-0.40234, -1.83750, 0.99778], [-0.95284, -0.57934, 2.72806], [-2.38679, 0.64810, 0.03016], [-0.44889, 2.31684, 1.92885], [-2.03504, -2.22084, 0.04170], [-0.67136, 2.32488, -1.10054], [0.35284, 1.47806, -2.36698], [1.51243, -1.37588, -0.27860], [0.74997, -1.27134, -1.81534], [2.09884, -0.17567, -1.46098], [0.90837, -0.73603, 1.76381]]}


Entry 4:
{"formula": "C20H10BrCl4FeNO4", "method": "ωB97M-V with the def2-TZVPD basis set", "e_tot_ev": -185104.425, "lumo_ev": [1.31, 1.23], "multiplicity": 6, "charge": -1, "species": ["Fe", "Cl", "C", "C", "C", "Cl", "C", "O", "C", "C", "O", "C", "H", "H", "H", "Cl", "C", "C", "C", "C", "C", "Cl", "C", "N", "H", "H", "H", "Br", "C", "C", "C", "C", "C", "C", "C", "O", "O", "H", "H", "H", "H"], "xyz": [[-0.20778, -0.02698, 0.84289], [5.90412, 0.13942, 4.76839], [4.61292, 0.02342, 3.61709], [4.94422, -0.02648, 2.26459], [3.89992, -0.12738, 1.34989], [4.25562, -0.14018, -0.34271], [2.56152, -0.22178, 1.72849], [1.62302, -0.37618, 0.83709], [2.24442, -0.16188, 3.14349], [0.92172, -0.24948, 3.58699], [-0.13508, -0.48128, 2.88349], [3.31932, -0.02838, 4.06399], [5.96712, -0.00618, 1.93009], [0.75272, -0.11298, 4.66239], [3.09922, 0.00142, 5.11989], [-4.85538, 0.54282, 0.70089], [-4.19358, -1.01378, 0.39409], [-5.02458, -2.08238, 0.16189], [-4.49868, -3.34008, -0.10741], [-3.12228, -3.51748, -0.18991], [-2.29318, -2.44928, 0.03089], [-0.56838, -2.55648, -0.09561], [-2.76728, -1.13858, 0.38009], [-1.95008, -0.16428, 0.62979], [-6.09328, -1.93338, 0.17829], [-5.15958, -4.17388, -0.27181], [-2.70578, -4.48088, -0.43591], [-0.08278, 3.87862, -5.95941], [-0.06218, 2.66952, -4.48551], [-0.05788, 1.31092, -4.75051], [-0.03908, 0.42282, -3.68871], [-0.02498, 0.90362, -2.39381], [-0.03478, 2.26792, -2.14001], [-0.05168, 3.16732, -3.19861], [-0.01648, 2.80322, -0.70091], [0.01522, 4.00932, -0.52691], [-0.02458, 1.90992, 0.19949], [-0.06588, 0.95742, -5.77031], [-0.03348, -0.64068, -3.88121], [-0.00038, 0.21712, -1.55131], [-0.05208, 4.22562, -2.98341]]}


Entry 5:
{"formula": "C14H36F6FeN3O16S2", "method": "ωB97M-V with the def2-TZVPD basis set", "e_tot_ev": -124686.048, "lumo_ev": [0.12, -2.05], "multiplicity": 6, "species": ["Fe", "N", "O", "O", "O", "N", "O", "O", "O", "C", "F", "F", "F", "S", "O", "O", "N", "S", "O", "O", "C", "F", "F", "F", "C", "C", "O", "H", "H", "H", "H", "H", "H", "C", "C", "O", "H", "H", "H", "H", "H", "H", "C", "C", "O", "H", "H", "H", "H", "H", "H", "C", "C", "O", "H", "H", "H", "H", "H", "H", "C", "O", "H", "H", "H", "H", "C", "C", "C", "O", "H", "H", "H", "H", "H", "H", "H", "H"], "xyz": [[-0.40212, 0.87449, -0.43919], [-0.30177, -2.00921, 0.51708], [0.14411, -2.60159, -0.42151], [-0.19487, -2.28450, 1.71000], [-0.97766, -0.84387, 0.25031], [1.04349, 3.47273, -0.99501], [0.83575, 4.47724, -0.34932], [2.08659, 3.24789, -1.54976], [0.02325, 2.58890, -1.08131], [-3.32194, 2.44235, -3.88294], [-4.60960, 2.32623, -4.09774], [-2.80012, 2.72462, -5.15711], [-3.18045, 3.59351, -3.22859], [-2.38400, 0.94309, -3.26584], [-3.07891, -0.18051, -3.88339], [-1.05057, 1.19520, -3.76968], [-2.25858, 0.88778, -1.69246], [-3.64384, 0.49257, -0.99150], [-3.53627, 0.58224, 0.40871], [-4.76131, 1.17290, -1.52642], [-3.94840, -1.37789, -1.28804], [-4.82477, -1.68877, -2.23727], [-2.88166, -2.08167, -1.53595], [-4.39000, -1.89128, -0.11924], [3.08319, 0.61388, -1.89785], [1.80150, 0.42203, -2.69573], [0.69920, -0.06196, -1.86243], [3.83259, 1.20623, -2.40149], [3.48755, -0.38452, -1.70093], [2.98216, 1.17136, -0.99510], [1.92263, -0.26065, -3.53705], [1.44227, 1.37723, -3.10008], [0.17979, -0.72046, -2.35165], [4.60999, -3.05266, 1.37531], [4.27536, -1.55888, 1.39707], [2.84066, -1.41683, 0.95932], [4.61229, -3.41224, 0.36401], [3.96073, -3.63393, 1.96992], [5.61088, -3.21827, 1.76826], [4.84032, -1.08294, 0.58196], [4.42037, -1.09680, 2.37956], [2.70749, -2.15385, 0.36761], [-0.63444, -4.19715, -3.98970], [-0.93163, -2.77826, -4.35485], [-0.41420, -1.95223, -3.23607], [-0.95386, -4.52649, -2.97437], [0.45025, -4.25709, -4.13706], [-1.15486, -4.90731, -4.67937], [-1.97418, -2.60147, -4.43232], [-0.53035, -2.40810, -5.31576], [-0.46295, -2.54642, -2.46745], [3.00151, 2.02664, 2.02652], [1.60519, 1.44129, 1.93964], [1.34406, 0.75806, 0.69230], [3.78895, 1.25833, 1.83255], [3.18253, 2.45223, 2.99364], [2.97419, 2.79888, 1.21556], [0.92701, 2.29450, 1.87818], [1.25261, 0.79044, 2.74305], [1.74719, -0.09598, 0.78408], [-1.81841, 3.08574, 1.20415], [-1.23490, 1.76264, 1.09462], [-2.89811, 3.03414, 1.49243], [-1.23247, 3.62490, 2.01030], [-1.66927, 3.58986, 0.27541], [-1.51651, 1.19373, 1.82392], [-0.38659, -0.87841, 5.48486], [-1.45176, -0.06752, 4.74578], [-1.33335, 1.40132, 5.21504], [-1.22632, 0.01259, 3.33188], [-0.42503, -0.68151, 6.54442], [0.57181, -0.44847, 5.21067], [-0.28514, -1.91093, 5.28834], [-2.42950, -0.53318, 4.89026], [-0.30206, 1.73264, 5.04396], [-1.55464, 1.54559, 6.26324], [-1.94787, 2.04202, 4.59067], [-0.97227, -0.85420, 2.97693]]}


Entry 6:
{"formula": "C36H49N7O8PS2", "method": "ωB97M-V with the def2-TZVPD basis set", "e_tot_ev": -95877.104, "lumo_ev": -5.27, "charge": 1, "species": ["C", "O", "C", "C", "C", "C", "C", "O", "N", "O", "C", "P", "O", "C", "C", "N", "S", "C", "C", "O", "O", "C", "C", "C", "O", "C", "O", "C", "S", "H", "H", "H", "H", "H", "H", "H", "H", "H", "H", "H", "H", "H", "H", "H", "H", "H", "H", "H", "H", "H", "H", "H", "H", "N", "C", "C", "C", "C", "H", "H", "H", "H", "H", "N", "C", "C", "C", "C", "H", "H", "H", "H", "H", "N", "C", "C", "C", "C", "H", "H", "H", "H", "H", "N", "C", "C", "C", "C", "H", "H", "H", "H", "H", "N", "C", "C", "C", "C", "H", "H", "H", "H", "H"], "xyz": [[0.53603, 2.08831, 0.96915], [1.11797, 1.00584, 0.19727], [1.35917, -0.17885, 0.99254], [0.65017, -1.50590, 0.43365], [1.04784, -1.88751, -1.07284], [0.44080, -0.88746, -2.17806], [-1.13016, -0.91066, -2.31896], [-1.98268, -1.73962, -1.51310], [-2.07878, -3.02200, -1.97942], [-1.58197, -3.16671, -3.04797], [-1.75106, 0.05162, -3.38436], [-3.65123, -0.01221, -3.55754], [-3.95771, -1.31271, -4.36427], [-0.85813, 0.99693, -4.24198], [0.68739, 0.91130, -3.99810], [1.22962, -0.01509, -3.01928], [2.99217, -0.02811, -2.89684], [3.40925, -1.68822, -3.70007], [4.85514, -1.70235, -4.37898], [5.80498, -1.12570, -3.81007], [4.94622, -2.35887, -5.64934], [5.82877, -1.55956, -6.49500], [5.87529, -2.28519, -7.93111], [4.63335, -1.91332, -8.89646], [7.11321, -2.06169, -8.65712], [7.43414, -0.67268, -8.74418], [8.17498, -0.08266, -7.90374], [6.90522, 0.26523, -9.96547], [8.30413, 1.42245, -10.39568], [1.35192, 2.87027, 1.19010], [-0.23124, 2.61189, 0.28453], [-0.04208, 1.75379, 1.89593], [1.07498, -0.07891, 2.09736], [2.50623, -0.35643, 0.97326], [-0.49178, -1.51187, 0.54731], [1.03148, -2.37437, 1.09954], [2.18042, -2.00982, -1.13256], [0.59179, -2.92226, -1.31586], [-4.13710, 1.11245, -4.29854], [-4.16251, -0.07880, -2.21045], [-1.27438, 1.72741, -5.01240], [1.35165, 1.61308, -4.62775], [2.64575, -1.78761, -4.56723], [3.20155, -2.57531, -3.00647], [6.89399, -1.66076, -6.05464], [5.58036, -0.44604, -6.53518], [5.76983, -3.41754, -7.71481], [3.76230, -2.65371, -8.83671], [4.28144, -0.82621, -8.77237], [5.04186, -1.99217, -9.97614], [6.02145, 0.92276, -9.63429], [6.60700, -0.40515, -10.85906], [8.52152, 1.33100, -11.77996], [-1.66317, 2.29867, 4.41680], [-2.18345, 2.98106, 5.48403], [-3.50531, 2.62869, 5.60891], [-3.79235, 1.69479, 4.58288], [-2.63701, 1.50781, 3.86456], [-0.71331, 2.36679, 4.08963], [-1.57011, 3.65779, 6.05983], [-4.18985, 3.00119, 6.35710], [-4.73952, 1.21221, 4.39154], [-2.42399, 0.88319, 3.00975], [-3.62334, 4.46814, 8.95527], [-4.72402, 4.46797, 9.77022], [-5.20035, 5.75433, 9.83984], [-4.35979, 6.55979, 9.03257], [-3.39748, 5.73901, 8.49716], [-3.06711, 3.65954, 8.72759], [-5.07116, 3.55499, 10.23025], [-6.05952, 6.07931, 10.40798], [-4.44922, 7.62248, 8.86153], [-2.57297, 5.94916, 7.83259], [-6.42660, 0.68616, 11.06616], [-6.47520, -0.67248, 11.23187], [-6.35518, -0.94011, 12.57374], [-6.23552, 0.30304, 13.24323], [-6.28567, 1.28862, 12.28828], [-6.48618, 1.16734, 10.18341], [-6.58920, -1.32952, 10.38292], [-6.35490, -1.92191, 13.02381], [-6.12560, 0.45939, 14.30626], [-6.23225, 2.36378, 12.37226], [-5.01122, -5.04396, -3.01306], [-5.02382, -4.06905, -3.97671], [-5.75527, -4.53705, -5.04109], [-6.20516, -5.83885, -4.70571], [-5.73354, -6.12405, -3.44801], [-4.54458, -4.97682, -2.12344], [-4.51105, -3.12878, -3.82309], [-5.94654, -4.00123, -5.95919], [-6.80806, -6.49427, -5.31698], [-5.84790, -6.99984, -2.82707], [7.52726, 0.90055, -0.42967], [7.00258, 1.56651, 0.64538], [5.67856, 1.22019, 0.75310], [5.39482, 0.30649, -0.29302], [6.55642, 0.12641, -1.00481], [8.48075, 0.96910, -0.74778], [7.61494, 2.22870, 1.23848], [4.99030, 1.58301, 1.50261], [4.44628, -0.16666, -0.50067], [6.77406, -0.48194, -1.86750]]}